# 1
The following is a DFT calculation (ωB97M-V/def2-TZVPD) of 2 unconnected molecules or ions with the total composition CH2N2O.

Results
- Total energy: -223.8408 Ha
- Maximum force: 4.8 eV/Å
- LUMO energy (spin up / spin down): -1.4 / -2.8 eV

The geometry in ORCA input format:
```
! RIJCOSX wB97M-V def2-TZVPD def2/J DEFGRID3
* xyz 0 1
C -1.74259 0.10989 0.02897
N -2.57503 -0.69231 -0.03640
N 1.20745 0.10200 0.01338
O 0.36427 1.08834 0.07096
H 1.40791 -0.36599 0.82817
H 1.33799 -0.24194 -0.90508
*
```


# 2
The following is a DFT calculation (ωB97M-V/def2-TZVPD) of a molecular structure, C28H32BrFeN4O3Si2.

Results
- Total energy: -5947.7352 Ha
- Maximum force: 0.6 eV/Å
- LUMO energy (spin up / spin down): 1.9 / 1.9 eV

The geometry in ORCA input format:
```
! RIJCOSX wB97M-V def2-TZVPD def2/J DEFGRID3
* xyz -1 1
Fe 0.03966 -0.12667 -0.10735
Br 7.31043 1.58150 -1.31471
C 5.59088 0.83805 -0.97174
C 5.46380 -0.54904 -0.77916
C 4.23786 -1.09685 -0.53171
C 3.04358 -0.30504 -0.46063
O 1.94056 -0.86741 -0.18671
C 3.20795 1.10247 -0.68124
C 2.10487 2.01042 -0.72507
N 0.86129 1.68548 -0.61836
C -0.12021 2.65225 -0.87535
C 0.05269 3.82629 -1.56954
C -1.01198 4.73899 -1.70492
C -2.23067 4.48475 -1.14515
C -2.45402 3.26712 -0.46043
C -3.67561 2.94291 0.17300
C -3.77261 1.75052 0.82232
C -2.69918 0.83917 0.78175
N -1.55927 1.07970 0.16730
C -1.41144 2.32362 -0.38825
C 4.48923 1.64082 -0.91963
H 6.34413 -1.17758 -0.82397
H 4.12866 -2.16159 -0.37133
H 2.37291 3.05973 -0.88837
H 1.00787 4.06468 -2.01829
H -0.84732 5.66019 -2.24958
H -3.03947 5.20110 -1.22055
H -4.49817 3.64748 0.14769
H -4.67327 1.46224 1.34707
H -2.79681 -0.12600 1.25948
H 4.58622 2.70937 -1.07488
C 1.77418 -1.17377 2.80852
Si 0.20521 -0.30861 2.15426
C 0.14111 1.30080 3.20207
C -1.19407 -1.39749 2.89451
C -1.54952 -1.44920 4.24583
C -2.55462 -2.29436 4.69474
C -3.22169 -3.11348 3.79001
C -2.87472 -3.07634 2.44677
C -1.86821 -2.22569 1.97998
Si -1.29298 -2.05215 0.15325
C -0.86027 -3.88213 -0.26770
C -2.92863 -1.97792 -0.87095
H 1.71926 -1.31459 3.89296
H 2.67016 -0.58951 2.58081
H 1.89473 -2.15166 2.33811
H 0.39443 1.13218 4.25437
H -0.85227 1.76005 3.16829
H 0.85203 2.03014 2.80216
H -1.03491 -0.81535 4.96255
H -2.82097 -2.31800 5.74633
H -4.00975 -3.77500 4.13488
H -3.40411 -3.71951 1.74857
H -1.72123 -4.51752 -0.03371
H -0.00601 -4.25740 0.30049
H -0.66070 -4.03262 -1.33012
H -3.62070 -2.77265 -0.57033
H -2.67827 -2.14306 -1.92427
H -3.46662 -1.03016 -0.81847
C 0.39622 1.39357 -4.37924
O 1.05184 0.12653 -4.39198
C 0.84653 -0.61762 -3.27371
O 0.09345 -0.26452 -2.38999
N 1.57355 -1.75061 -3.34229
N 1.60379 -2.73451 -2.34097
H 0.62698 1.85242 -5.33738
H 0.76926 2.01124 -3.56263
H -0.68004 1.27377 -4.26134
H 2.29029 -1.79963 -4.04968
H 1.69419 -2.27055 -1.42699
H 0.71055 -3.21375 -2.33938
*
```


# 3
The following is a DFT calculation (ωB97M-V/def2-TZVPD) of a molecular structure, C19H33Cl2LaN2O4S.

Results
- Total energy: -2504.1855 Ha
- Maximum force: 10.6 eV/Å
- LUMO energy: 0.1 eV

The geometry in ORCA input format:
```
! RIJCOSX wB97M-V def2-TZVPD def2/J DEFGRID3
* xyz 0 1
O 0.01277 0.75610 -0.50058
C 1.21021 1.22756 -1.04917
C 1.16328 1.23237 -2.55953
C 0.20372 0.50128 -3.25123
H -0.53514 -0.03952 -2.67890
C 0.18638 0.47903 -4.63841
H -0.56099 -0.10704 -5.15997
C 1.12542 1.20415 -5.35975
H 1.11538 1.18862 -6.44220
C 2.07489 1.95616 -4.67936
H 2.80600 2.53277 -5.23166
C 2.09180 1.96573 -3.29219
H 2.83630 2.54908 -2.76418
H 1.38824 2.26079 -0.73084
C 2.64586 0.73062 0.94717
C 2.34088 0.38464 -0.47416
H 3.66759 0.50241 1.23928
H 1.96451 0.21081 1.61835
H 2.48401 1.79803 1.11632
C 2.93652 -0.57567 -1.18467
C 4.01639 -1.50412 -0.74239
H 2.62829 -0.70137 -2.21713
H 4.93045 -1.40756 -1.32176
H 3.68987 -2.54445 -0.81647
H 4.26998 -1.34120 0.30844
La -0.32500 -0.80090 0.48828
Cl -0.96320 -2.13405 -1.30242
Cl 1.82843 -1.65569 0.52418
H -3.96468 1.85744 -2.75958
H -5.02834 -0.45823 -1.79293
C -3.04536 1.36300 -2.44945
C -4.01206 -0.68315 -1.47006
N -3.28223 0.55676 -1.27146
H -2.29336 2.11901 -2.24149
C -2.66658 0.82090 -0.12767
O -2.28756 -0.02286 0.70331
H -4.02010 -1.25107 -0.54862
H -2.52783 1.89368 0.06180
H -2.69232 0.72826 -3.26238
H -3.50960 -1.27338 -2.23212
H -0.02698 1.29773 5.46855
H -1.31280 3.53496 4.56294
C 0.63087 1.57607 4.64455
C -0.63908 3.48278 3.70819
N -0.13503 2.13547 3.55134
H 1.16633 0.69626 4.30399
C -0.29314 1.46077 2.41226
O 0.04170 0.27297 2.26517
H -1.17360 3.76491 2.80913
H -0.72369 2.02919 1.58958
H 1.36258 2.29861 5.00273
H 0.18539 4.17808 3.87306
C -1.51570 -4.19366 3.53539
S -1.04258 -2.98731 2.24626
C -0.38253 -4.30820 1.16760
O -2.51292 -2.55819 2.11546
H -0.61146 -4.68276 3.95442
H -2.24831 -4.93557 3.15019
H -1.98778 -3.64781 4.37939
H -1.21639 -4.85525 0.68079
H 0.26274 -3.87748 0.38409
H 0.26954 -5.00052 1.74050
*
```